# 1
Entry from the Open Molecules 2025 dataset: a molecular structure, C13H23Cl3NO4P2Pb at a distorted geometry (ωB97M-V/def2-TZVPD).

Each line ends with the Löwdin charge.
Element x y z (Å)
Pb -0.74 -1.39 -0.93  1.46
P -1.52 -1.12 1.77  0.94
C -1.98 0.64 1.69  -0.28
C -0.75 1.49 1.49  -0.33
N 0.00 1.19 0.40  0.08
C 1.16 1.84 0.23  -0.31
C 1.56 2.88 1.06  0.04
C 0.76 3.23 2.15  0.03
C -0.39 2.50 2.37  0.03
C 2.04 1.43 -0.93  -0.22
P 1.03 0.49 -2.15  0.92
H -1.05 2.66 3.22  0.14
H 2.49 3.40 0.81  0.15
H 1.04 4.04 2.80  0.14
H 2.48 2.32 -1.41  0.14
H 2.87 0.78 -0.60  0.13
H -2.67 0.79 0.67  0.06
H -2.53 0.96 2.58  0.13
H -3.02 0.93 -1.50  0.04
O -3.40 1.11 -0.46  -0.09
H -4.36 1.00 -0.42  0.10
H -1.82 -0.09 -2.44  -0.06
O -2.42 0.68 -2.69  -0.02
H -3.09 0.28 -3.27  0.13
C 0.40 1.86 -3.18  -0.20
H 1.24 2.47 -3.55  0.10
H -0.14 1.43 -4.04  0.07
H -0.29 2.49 -2.61  0.07
C 2.33 -0.25 -3.17  -0.19
H 1.83 -0.76 -4.01  0.08
H 3.00 0.53 -3.56  0.10
H 2.88 -0.98 -2.57  0.04
C -0.09 -1.33 2.88  -0.17
H -0.37 -1.14 3.93  0.10
H 0.26 -2.37 2.79  0.06
H 0.74 -0.67 2.60  0.07
C -2.88 -1.88 2.71  -0.17
H -2.83 -2.96 2.53  0.08
H -2.75 -1.67 3.78  0.10
H -3.83 -1.49 2.35  0.08
Cl 2.20 -5.65 -0.59  0.70
C 2.58 -4.00 -0.06  -1.48
Cl 2.85 -3.93 1.70  0.66
Cl 3.97 -3.34 -0.98  0.66
C 1.36 -3.04 -0.39  -0.80
O 0.37 -3.49 -1.03  -0.13
O 1.45 -1.84 0.02  -0.20

Total charge ... +3
Largest force on an atom ... 3.7 eV/A
Relative energy (zero: lowest compared OMol25 entry of this formula, charge and spin) ... 1.1210 eV
Calculated total energy ... -84896.138 eV
Multiplicity ... 1
E_HOMO (spin up / spin down) ... -18.38 / -18.38 eV
Kohn-Sham gap (spin up / spin down) ... 3.8 / 3.8 eV



# 2
Entry from the Open Molecules 2025 dataset: a molecular structure, C13H23F3MnNO4P2 at a distorted geometry (ωB97M-V/def2-TZVPD).

Each line ends with the Löwdin spin population.
Element x y z (Å)
Mn -0.33 -0.34 0.81  3.18
P 2.28 -0.32 0.91  -0.06
C 2.42 -1.06 -0.71  0.45
C 1.25 -1.12 -1.49  0.03
N -0.01 -0.78 -1.02  0.04
C -1.17 -0.98 -1.65  0.06
C -1.16 -1.87 -2.69  0.09
C 0.06 -2.23 -3.25  0.02
C 1.25 -1.69 -2.78  0.12
C -2.44 -0.40 -1.05  0.00
P -2.11 1.14 -0.09  0.00
H 2.22 -1.93 -3.21  0.00
H -2.11 -2.26 -3.01  0.00
H 0.08 -2.96 -4.06  0.00
H -3.22 -0.26 -1.81  0.00
H -2.84 -1.11 -0.30  0.00
H 3.55 2.17 -1.89  0.00
H 3.30 -0.79 -1.34  0.02
H 0.46 4.24 -0.99  0.00
O 3.82 2.35 -2.83  0.00
H 2.93 2.78 -3.05  0.00
H -0.31 1.01 0.41  -0.05
O 0.96 5.02 -0.57  0.00
H 1.00 4.69 0.34  0.00
C -2.33 2.39 -1.47  0.01
H -3.40 2.49 -1.77  0.00
H -1.93 3.37 -1.14  0.00
H -1.74 2.04 -2.35  0.00
C -3.66 1.29 0.85  0.00
H -3.58 2.10 1.57  0.00
H -4.55 1.46 0.23  0.00
H -3.81 0.37 1.41  0.00
C 2.23 -2.01 1.63  0.04
H 3.25 -2.39 1.55  0.00
H 1.83 -2.07 2.65  0.01
H 1.59 -2.57 0.94  0.01
C 3.81 0.51 1.45  -0.02
H 3.74 0.81 2.50  0.00
H 4.67 -0.14 1.33  -0.01
H 3.99 1.43 0.87  0.00
F -1.25 -1.14 5.08  0.00
C -1.50 -2.06 4.12  0.00
F -0.51 -3.00 4.12  0.00
F -2.66 -2.68 4.41  0.00
C -1.43 -1.35 2.76  0.01
O -0.30 -0.73 2.70  0.01
O -2.33 -1.42 1.87  0.02

Total charge ... +2
Largest force on an atom ... 3.7 eV/A
<S²> ... 6.190
Relative energy (zero: lowest compared OMol25 entry of this formula, charge and spin) ... 3.7461 eV
Calculated total energy ... -81565.456 eV
Multiplicity ... 5
E_HOMO (spin up / spin down) ... -15.51 / -16.58 eV
Kohn-Sham gap (spin up / spin down) ... 6.1 / 7.4 eV



# 3
Entry from the Open Molecules 2025 dataset: a molecular structure, C13H23FNOsP at a distorted geometry (ωB97M-V/def2-TZVPD).

Each line ends with the Löwdin spin population.
Element x y z (Å)
C 2.25 -0.07 -2.97  0.00
C 2.44 0.86 -1.97  0.01
C 1.86 0.76 -0.68  0.00
C 1.08 -0.42 -0.37  0.01
C 0.85 -1.33 -1.43  0.01
C 1.48 -1.21 -2.72  0.01
C 2.25 1.84 0.32  0.05
C 1.20 2.81 1.03  0.07
N -0.20 2.56 1.03  0.58
Os 0.27 -1.32 1.44  2.35
C -0.09 -2.50 -1.19  0.10
P -1.32 -1.93 0.17  0.12
H 3.08 1.76 -2.15  0.00
H 1.29 -2.00 -3.43  0.00
H 2.70 0.04 -3.95  0.00
H 0.41 -3.40 -0.80  0.00
H -0.69 -2.77 -2.07  0.01
H 2.84 1.36 1.12  0.00
H 2.94 2.52 -0.21  0.00
H 1.54 2.81 2.08  0.00
C -2.12 -3.41 0.84  0.04
C -2.59 -1.10 -0.87  0.01
H 1.36 3.86 0.60  0.04
C -0.93 2.52 -0.19  0.07
C -0.94 2.25 2.25  0.06
H 0.14 -2.47 2.78  0.01
H -1.34 3.52 -0.46  0.04
H -0.32 2.15 -1.04  0.01
H -1.76 1.80 -0.12  0.01
H -1.84 2.89 2.43  0.02
H -1.21 1.16 2.35  0.04
H -0.23 2.42 3.10  0.00
H -3.09 -1.83 -1.53  0.00
H -3.34 -0.62 -0.22  0.00
H -2.12 -0.32 -1.50  0.00
H -2.55 -4.01 0.04  0.01
H -1.34 -3.97 1.39  0.00
H -2.90 -3.06 1.53  0.00
H -0.45 -2.01 2.91  0.01
F 1.40 -0.15 2.47  0.28

Total charge ... +2
Largest force on an atom ... 7.4 eV/A
<S²> ... 6.022
Relative energy (zero: lowest compared OMol25 entry of this formula, charge and spin) ... 0.4785 eV
Calculated total energy ... -29796.534 eV
Multiplicity ... 5
E_HOMO (spin up / spin down) ... -15.29 / -15.33 eV
Kohn-Sham gap (spin up / spin down) ... 8.0 / 5.6 eV



# 4
Entry from the Open Molecules 2025 dataset: a molecular structure, C13H23I2OP2SeY at a distorted geometry (ωB97M-V/def2-TZVPD).

Each line ends with the Löwdin charge.
Element x y z (Å)
I 3.67 6.16 -1.15  0.06
I 4.60 4.63 -3.18  0.04
Y 0.37 0.05 -0.26  0.96
P 2.68 -0.19 1.25  0.73
C 4.23 0.74 1.33  -0.24
C 2.22 -0.46 3.00  -0.27
H 3.03 -0.95 3.57  0.07
H 3.86 -2.33 1.44  0.08
H 1.30 -1.06 3.08  0.02
H 2.26 -2.54 0.65  0.03
H 3.99 1.76 1.67  0.06
H 1.97 0.50 3.47  0.06
C 3.15 -1.89 0.73  -0.26
H 4.97 0.27 2.00  0.08
H 3.60 -1.85 -0.27  0.06
H 4.63 0.82 0.31  0.06
P -1.34 1.52 -1.86  0.73
C -1.15 3.02 -2.85  -0.24
C -1.75 0.16 -3.03  -0.26
H -3.19 0.78 -0.44  0.02
H -3.74 1.95 -1.69  0.07
H -2.85 2.48 -0.22  0.05
C -2.93 1.70 -0.99  -0.26
H -1.88 -0.79 -2.48  0.05
H -2.68 0.40 -3.58  0.08
H -2.05 3.25 -3.45  0.08
H -0.28 2.90 -3.51  0.06
H -0.92 0.02 -3.74  0.05
H -0.94 3.86 -2.17  0.06
C 1.55 1.93 -0.74  -0.13
O 2.17 2.86 -1.03  0.07
Se -1.16 0.48 1.99  0.64
C -1.87 -1.27 1.52  -0.66
C -1.01 -2.37 1.25  -0.20
C -1.54 -3.61 0.90  -0.07
C -2.92 -3.79 0.81  -0.05
C -3.79 -2.71 1.06  -0.04
C -3.27 -1.46 1.43  -0.12
H 0.08 -2.25 1.38  0.05
H -0.86 -4.44 0.67  0.12
H -3.34 -4.77 0.55  0.12
H -4.87 -2.85 0.97  0.12
H -3.94 -0.62 1.64  0.11

Total charge ... +2
Largest force on an atom ... 7.0 eV/A
Relative energy (zero: lowest compared OMol25 entry of this formula, charge and spin) ... 0.0000 eV
Calculated total energy ... -117055.975 eV
Multiplicity ... 1
E_HOMO ... -13.57 eV
Kohn-Sham gap ... 5.4 eV